# 1
A structure of composition C2H5O2Sn, computed with ωB97M-V/def2-TZVPD.

The spin multiplicity is 2. The calculation puts the HOMO energy (spin up / spin down) at -20.02 / -20.08 eV. The LUMO energy (spin up / spin down) is -10.5 / -12.3 eV. The net charge is +2. The orbital gap (spin up / spin down) comes out at 9.534 / 7.789 eV.

Positions of all 10 atoms, in Å:
C1 -1.36001 -0.47121 -0.36191
H1 -0.95559 -1.08273 0.44863
H2 -2.23544 -0.85212 -0.89017
C2 -1.23672 0.94560 -0.22267
O1 -0.17514 1.50262 0.13020
Sn1 1.60904 1.22860 0.42964
H3 -2.15239 1.55539 -0.23423
O2 2.19268 -0.55774 0.14314
H4 2.86092 -1.00817 0.67886
H5 1.45264 -1.26024 -0.12149



# 2
A structure of composition C2H5O3P2, computed with ωB97M-V/def2-TZVPD.

The spin multiplicity is 1. The calculation puts the HOMO energy at -3.63 eV. The LUMO energy is 4.0 eV. The net charge is -1. The orbital gap comes out at 7.669 eV.

Positions of all 12 atoms, in Å:
C1 0.43885 0.99249 -0.80213
C2 -0.79738 -1.02306 1.28244
O1 1.26435 1.43338 1.80715
O2 -3.12431 -0.08489 2.36544
O3 -1.24799 1.62554 1.27969
P1 -2.40072 -0.01014 1.08779
P2 0.11682 0.95903 1.01423
H1 0.84536 1.97199 -1.04270
H2 1.16961 0.22834 -1.05251
H3 -0.48783 0.82312 -1.33768
H4 -0.55611 -1.72464 0.49283
H5 -0.61522 -1.39286 2.28377



# 3
An isolated molecule of C2H5OP, computed with ωB97M-V/def2-TZVPD.

The spin multiplicity is 1. The calculation puts the HOMO energy at -8.95 eV. The LUMO energy is 0.5 eV. The orbital gap comes out at 9.484 eV.

Positions of all 9 atoms, in Å:
C1 1.33317 -0.37104 0.14935
C2 -0.18664 -0.45486 -0.19348
O1 -0.59625 -1.33276 -0.90059
P1 -2.09953 0.58841 0.32365
H1 1.61255 0.56100 0.72235
H2 2.00607 -0.47921 -0.62475
H3 1.50986 -1.00218 0.96449
H4 -1.85699 0.60247 -1.03144
H5 -1.72224 1.88816 0.59041



# 4
A cluster of 2 separate species, C2H5OP in total, computed with ωB97M-V/def2-TZVPD.

The spin multiplicity is 1. The calculation puts the HOMO energy (spin up / spin down) at -9.14 / -9.13 eV. The LUMO energy (spin up / spin down) is -1.7 / -0.4 eV. The orbital gap (spin up / spin down) comes out at 7.427 / 8.737 eV.

Positions of all 9 atoms, in Å:
C1 0.86135 -1.68741 -0.57097
C2 -0.71231 0.66020 0.59259
O1 1.83192 -1.91332 0.10909
P1 0.96680 -0.38891 -1.76589
H1 -0.05937 -2.34196 -0.54489
H2 0.02737 1.29392 0.95283
H3 -1.08067 -0.11182 1.24209
H4 -1.21167 0.75945 -0.37489
H5 2.35660 -0.33669 -1.55479



# 5
An isolated molecule of C2H5OP, computed with ωB97M-V/def2-TZVPD.

The spin multiplicity is 1. The calculation puts the HOMO energy at -9.97 eV. The LUMO energy is 1.0 eV. The orbital gap comes out at 10.963 eV.

Positions of all 9 atoms, in Å:
P1 -1.58086 0.04317 0.40696
C1 0.06135 -0.07649 -0.27011
C2 1.31420 -0.03202 0.51795
O1 0.97102 1.21078 -0.01244
H1 -1.94119 -1.04232 -0.27597
H2 -2.05926 0.84815 -0.67973
H3 0.07788 -0.38310 -1.30457
H4 1.02829 -0.09233 1.64861
H5 2.12857 -0.47585 -0.03070



# 6
An isolated molecule of C2H5OP, computed with ωB97M-V/def2-TZVPD.

The spin multiplicity is 1. The calculation puts the HOMO energy at -9.73 eV. The LUMO energy is -0.1 eV. The orbital gap comes out at 9.594 eV.

Positions of all 9 atoms, in Å:
H1 -2.88744 0.92122 0.23372
P1 -2.17138 -0.00698 -0.36695
C1 -0.66282 0.30341 0.37228
C2 0.55882 -0.52568 0.10585
O1 1.40385 0.17611 -0.74014
H2 -0.52323 1.16641 1.02786
H3 0.19555 -1.64090 -0.35507
H4 0.92190 -0.73894 1.03388
H5 0.90078 0.99678 -1.11200



# 7
A cluster of 2 separate species, C2H5OPS in total, computed with ωB97M-V/def2-TZVPD.

The spin multiplicity is 3. The calculation puts the HOMO energy (spin up / spin down) at -5.43 / -9.19 eV. The LUMO energy (spin up / spin down) is -0.7 / -3.1 eV. The orbital gap (spin up / spin down) comes out at 4.747 / 6.062 eV.

Positions of all 10 atoms, in Å:
C1 -1.14906 0.34432 -1.48268
C2 1.32176 -0.43929 1.44248
O1 1.14457 -1.61132 0.91379
P1 -1.60794 0.62292 0.09112
S1 1.44737 0.98905 0.70114
H1 -0.77239 -0.58384 -1.77642
H2 -1.11899 1.11345 -2.27429
H3 1.55282 -0.70422 2.56800
H4 1.24717 -1.58894 -0.00499
H5 -2.06532 1.85787 -0.17814



# 8
A cluster of 2 separate species, C2H5OS in total, computed with ωB97M-V/def2-TZVPD.

The spin multiplicity is 1. The calculation puts the HOMO energy at -2.91 eV. The LUMO energy is 3.9 eV. The net charge is -1. The orbital gap comes out at 6.848 eV.

Positions of all 9 atoms, in Å:
S1 -3.18946 1.20130 -0.84959
H1 -2.33016 2.04131 -1.31420
C1 1.63808 -0.72935 0.85331
C2 0.45478 -0.54274 0.28998
O1 0.18315 0.39026 -0.60036
H2 1.94744 -1.56491 1.59975
H3 2.36213 -0.00716 0.45840
H4 -0.38409 -1.28709 0.52385
H5 -0.68187 0.49838 -0.96114



E values, unit Ha, following the record order: -443.15342, -987.76936, -495.70781, -495.63708, -495.69329, -495.70498, -893.76687, -552.63138.